This record from the Open Molecules 2025 dataset describes the molecule C4H5FO. The level of theory is ωB97M-V/def2-TZVPD.

Computed properties:
max |F| = 0.0470 hartree/bohr
relative energy (zero: lowest compared OMol25 entry of this formula, charge and spin) = 118.09 kJ/mol
gap between HOMO and LUMO = 10.91 eV
E_LUMO = 0.0395 Eh
net charge = 0
SMILES string = C=C(F)[C@@H]1CO1

Each line ends with the Löwdin charge.
Atoms and positions in Å:
F (0.186, 1.948, -0.978)  0.05
O (-0.462, -1.502, -0.033)  0.00
C (-1.325, -0.673, 0.730)  -0.08
C (0.521, 0.748, -0.456)  -0.31
C (-0.638, -0.209, -0.453)  -0.29
C (1.733, 0.463, -0.035)  0.10
H (-1.212, -0.178, -1.382)  0.16
H (-0.895, -0.447, 1.679)  0.11
H (1.931, -0.562, 0.282)  0.08
H (-2.385, -0.763, 0.781)  0.11
H (2.546, 1.173, -0.136)  0.07



This record from the Open Molecules 2025 dataset describes a structure of composition C15H24CoN6O6. The level of theory is ωB97M-V/def2-TZVPD.

Computed properties:
max |F| = 0.1276 hartree/bohr
relative energy (zero: lowest compared OMol25 entry of this formula, charge and spin) = 0.00 kJ/mol
gap between HOMO and LUMO (spin up / spin down) = 4.91 / 7.49 eV
E_LUMO (spin up / spin down) = -0.0093 / -0.0094 Eh
net charge = 0
2S+1 = 4

Each line ends with the Mulliken spin population.
Atoms and positions in Å:
Co (0.592, 0.138, -0.342)  0.93
O (-2.032, 0.583, 0.487)  0.01
O (-1.677, -0.594, -3.649)  0.00
O (-1.534, -1.613, -0.425)  0.30
O (3.167, -0.442, -1.070)  0.38
O (2.661, 2.084, -0.659)  -0.01
O (-0.100, 0.240, -2.058)  0.04
N (-0.178, 0.002, 7.104)  0.00
N (1.998, -0.925, -0.935)  0.39
N (1.403, 1.813, -0.245)  0.02
N (0.494, -0.308, 1.760)  0.05
N (-0.252, -1.549, -0.401)  0.53
N (-0.862, 1.116, 0.221)  0.04
C (1.721, -2.209, -1.344)  0.09
C (2.680, -3.083, -2.070)  0.01
C (-0.729, 2.461, 0.358)  0.01
C (-0.280, -1.341, 3.763)  0.00
C (-0.074, -1.346, 2.383)  -0.01
C (1.005, 4.298, -0.150)  0.00
C (-1.813, 3.280, 0.958)  0.00
C (0.448, -2.597, -0.938)  0.20
C (0.963, 0.719, 2.474)  -0.02
C (0.723, 0.858, 3.828)  0.00
C (0.124, -0.216, 4.491)  0.00
C (0.569, 2.863, -0.026)  0.02
C (-0.053, -0.122, 5.943)  0.00
C (-0.188, -3.919, -1.010)  0.00
C (-3.118, -0.425, -3.518)  0.00
H (-0.372, -4.247, 0.014)  0.01
H (-0.818, -0.164, -2.817)  0.00
H (2.387, -3.273, -3.110)  0.01
H (0.470, -4.625, -1.512)  0.00
H (3.073, 1.175, -0.733)  0.00
H (0.087, 4.918, -0.248)  0.00
H (-3.321, -0.353, -2.403)  0.00
H (-2.747, 2.757, 0.787)  0.00
H (-3.562, -1.276, -4.003)  0.00
H (3.683, -2.665, -2.065)  0.01
H (1.521, 1.472, 1.940)  0.02
H (-1.661, 3.372, 2.039)  0.00
H (1.010, 1.783, 4.328)  0.00
H (-0.372, -2.196, 1.785)  0.00
H (-1.913, 4.308, 0.565)  0.00
H (-1.258, -0.802, -4.484)  0.00
H (-1.141, -3.895, -1.536)  0.01
H (1.537, 4.584, 0.793)  0.00
H (-3.428, 0.494, -4.017)  0.00
H (-0.754, -2.188, 4.248)  0.00
H (-0.619, 1.085, -1.914)  -0.02
H (-1.857, -0.429, 0.069)  -0.01
H (2.734, -4.071, -1.610)  0.00
H (1.656, 4.474, -1.042)  0.00



This record from the Open Molecules 2025 dataset describes a cluster of 9 separate species, C55H53BFN9O18 in total. The level of theory is ωB97M-V/def2-TZVPD.

Computed properties:
max |F| = 0.0348 hartree/bohr
relative energy (zero: lowest compared OMol25 entry of this formula, charge and spin) = 0.00 kJ/mol
gap between HOMO and LUMO = 8.56 eV
E_LUMO = -0.0367 Eh
net charge = 0
SMILES string = CC(=O)N(BCCCF)C(C)=O.O=[N+]([O-])c1ccccc1.O=[N+]([O-])c1ccccc1.O=[N+]([O-])c1ccccc1.O=[N+]([O-])c1ccccc1.O=[N+]([O-])c1ccccc1.O=[N+]([O-])c1ccccc1.O=[N+]([O-])c1ccccc1.O=[N+]([O-])c1ccccc1

Each line ends with the Löwdin charge.
Atoms and positions in Å:
F (-0.013, 2.985, 3.033)  -0.06
O (-9.701, 5.092, 5.137)  0.08
O (-10.375, -6.563, 5.613)  0.07
O (13.591, 2.109, -4.138)  0.08
O (-3.961, -3.488, 0.934)  0.09
O (-9.689, 6.578, 3.575)  0.08
O (6.340, 2.548, -4.974)  0.07
O (-2.099, -1.540, -2.651)  0.07
O (-0.209, 0.140, -1.046)  0.08
O (12.469, -2.709, -3.067)  0.09
O (-3.937, 1.281, 5.443)  0.06
O (5.751, 1.633, -6.827)  0.08
O (-2.936, 3.171, 5.241)  0.08
O (-0.737, -3.161, -3.012)  0.08
O (13.435, 3.385, -5.861)  0.08
O (10.335, -2.849, -2.892)  0.05
O (-10.150, -8.260, 4.314)  0.07
O (-0.292, 1.917, 0.158)  0.08
O (-4.818, -2.780, 3.534)  0.09
N (-3.913, 2.459, 5.146)  -0.35
N (13.131, 2.399, -5.224)  -0.36
N (-1.733, -2.514, -3.271)  -0.34
N (11.444, -2.659, -2.426)  -0.33
N (-9.976, 6.187, 4.689)  -0.33
N (6.254, 1.597, -5.724)  -0.35
N (0.162, 1.257, -0.754)  -0.32
N (-2.668, -2.575, 2.611)  0.12
N (-9.866, -7.135, 4.672)  -0.36
C (-2.943, -2.884, 1.241)  -0.42
C (-0.142, 1.603, 3.052)  -0.21
C (-11.041, 6.706, 6.843)  0.00
C (-3.676, -3.199, 3.464)  -0.44
C (-1.624, 1.253, 2.965)  -0.18
C (-2.550, -2.944, -4.415)  -0.14
C (-10.717, 7.110, 5.561)  -0.14
C (-3.671, -2.209, -4.753)  0.00
C (12.785, -2.088, -0.449)  0.00
C (11.739, 0.376, -5.087)  0.01
C (11.730, -1.777, 1.687)  -0.06
C (2.754, 3.646, -1.954)  -0.06
C (-5.145, 4.388, 4.251)  0.00
C (-4.059, -3.726, -6.575)  -0.07
C (6.744, -0.782, -6.103)  -0.01
C (-5.149, 3.060, 4.632)  -0.15
C (7.848, -2.080, -4.408)  -0.08
C (-8.460, -5.147, 4.317)  0.00
C (-11.755, 7.571, 7.656)  -0.06
C (3.300, 2.935, -3.015)  -0.06
C (-2.171, -4.066, -5.128)  0.00
C (-7.260, -6.361, 2.121)  -0.06
C (-6.867, -5.088, 2.516)  -0.06
C (6.796, 0.313, -5.260)  -0.15
C (10.387, -2.309, -0.233)  -0.01
C (-11.079, 8.352, 5.073)  0.00
C (-1.955, -2.519, 0.176)  0.00
C (10.235, -0.190, -6.872)  -0.07
C (-6.310, 4.943, 3.746)  -0.06
C (7.880, -0.973, -3.570)  -0.07
C (-8.248, -7.034, 2.823)  -0.01
C (-2.934, -4.457, -6.216)  -0.07
C (2.806, 1.679, -3.341)  -0.06
C (-6.286, 2.276, 4.531)  0.00
C (7.278, -1.985, -5.670)  -0.07
C (10.487, -2.027, 1.119)  -0.06
C (7.353, 0.235, -3.996)  0.01
C (1.245, 1.847, -1.549)  -0.14
C (-7.469, -4.483, 3.612)  -0.06
C (1.717, 3.103, -1.214)  0.00
C (-12.135, 8.819, 7.180)  -0.07
C (-4.427, -2.606, -5.843)  -0.06
C (10.781, -0.467, -5.626)  -0.06
C (-7.446, 2.841, 4.028)  -0.06
C (-3.249, -4.376, 4.302)  0.03
C (-7.459, 4.173, 3.632)  -0.08
C (1.771, 1.126, -2.605)  0.00
C (11.602, 1.779, -7.049)  0.00
C (-8.831, -6.417, 3.914)  -0.15
C (-1.911, -0.023, 2.103)  -0.12
C (10.647, 0.929, -7.584)  -0.06
C (11.540, -2.340, -0.996)  -0.14
C (12.131, 1.490, -5.805)  -0.15
C (-11.795, 9.209, 5.892)  -0.06
C (12.875, -1.804, 0.903)  -0.06
B (-2.598, -1.151, 2.954)  -0.14
H (-3.713, -4.223, 5.270)  0.09
H (8.269, -3.018, -4.077)  0.10
H (-2.309, -1.608, -0.285)  0.07
H (0.243, 1.272, 4.013)  0.12
H (4.113, 3.359, -3.589)  0.10
H (-1.952, -3.273, -0.594)  0.08
H (7.381, 1.100, -3.351)  0.12
H (9.596, -2.004, 1.731)  0.11
H (10.462, -1.338, -5.072)  0.09
H (-6.322, 5.980, 3.439)  0.11
H (8.322, -1.051, -2.587)  0.10
H (-4.649, -4.031, -7.429)  0.11
H (-2.178, -4.407, 4.459)  0.08
H (-3.068, -0.846, 4.002)  0.10
H (13.841, -1.606, 1.347)  0.11
H (9.423, -2.505, -0.678)  0.11
H (-8.554, -8.024, 2.520)  0.12
H (-2.650, -5.332, -6.785)  0.11
H (-8.929, -4.679, 5.169)  0.12
H (-4.249, 4.985, 4.341)  0.12
H (11.805, -1.561, 2.744)  0.11
H (1.385, 0.148, -2.853)  0.12
H (-10.812, 8.651, 4.071)  0.12
H (-1.295, -4.630, -4.846)  0.12
H (-2.145, 2.084, 2.508)  0.11
H (-7.159, -3.493, 3.914)  0.10
H (-2.578, 0.273, 1.293)  0.11
H (-8.352, 4.606, 3.229)  0.07
H (6.300, -0.702, -7.085)  0.12
H (-2.015, 1.058, 3.952)  0.06
H (-12.090, 10.181, 5.523)  0.11
H (-0.950, -2.380, 0.551)  0.09
H (-12.018, 7.270, 8.660)  0.11
H (-3.954, -1.339, -4.180)  0.12
H (-10.746, 5.734, 7.208)  0.12
H (-3.647, -5.302, 3.904)  0.09
H (0.411, 1.165, 2.234)  0.09
H (1.288, 3.651, -0.387)  0.12
H (-12.698, 9.489, 7.815)  0.11
H (-8.342, 2.242, 3.943)  0.11
H (-5.304, -2.039, -6.123)  0.11
H (7.254, -2.849, -6.321)  0.11
H (9.484, -0.848, -7.289)  0.10
H (3.230, 1.128, -4.170)  0.10
H (-6.090, -4.565, 1.972)  0.09
H (13.674, -2.112, -1.062)  0.12
H (10.222, 1.142, -8.555)  0.11
H (-6.793, -6.831, 1.267)  0.11
H (-1.005, -0.359, 1.609)  0.07
H (11.923, 2.652, -7.597)  0.12
H (-6.271, 1.241, 4.837)  0.12
H (3.138, 4.625, -1.702)  0.11
H (12.168, 0.164, -4.119)  0.11